[1]
{"formula": "C32H42LuN4O", "method": "ωB97M-V/def2-TZVPD", "orbital_gap_ha": [0.0993, 0.1437], "homo_energy_ev": [-0.40, -1.76], "max_force_ev_per_a": 4.57, "multiplicity": 1, "energy_ev": -75490.1466, "charge": -1, "e_lumo_ev": [2.300, 2.154], "elements": ["Lu", "N", "N", "C", "C", "C", "C", "H", "H", "H", "C", "C", "H", "H", "H", "C", "C", "H", "H", "H", "C", "H", "H", "H", "C", "H", "H", "H", "C", "H", "C", "H", "C", "H", "C", "H", "C", "C", "H", "C", "C", "H", "C", "H", "N", "C", "C", "C", "H", "C", "C", "H", "H", "H", "C", "H", "C", "C", "H", "H", "H", "C", "H", "H", "H", "C", "N", "C", "C", "C", "O", "H", "H", "H", "H", "H", "H", "H", "H", "H"], "coordinates": [[-0.40532, 1.08838, 0.43969], [0.29929, -2.01474, 4.67262], [-2.35670, 2.07822, 0.55117], [0.37476, -0.40408, -1.67323], [-0.59134, -1.24141, -1.05803], [0.08838, -2.07975, -0.08786], [-0.39314, -3.24482, 0.46031], [-1.42124, -3.54652, 0.28571], [-0.65339, -3.12614, 2.48235], [0.33473, -3.96039, 0.86703], [1.42285, -1.51524, 0.05557], [2.42745, -2.02386, 1.00024], [2.97095, -2.90706, 0.61300], [1.95727, -2.31432, 1.95091], [3.18982, -1.25562, 1.21066], [1.62410, -0.58213, -0.97328], [2.95083, -0.05329, -1.39690], [3.49394, 0.38869, -0.54863], [2.86106, 0.71206, -2.18105], [3.58382, -0.86028, -1.80844], [-1.96125, -1.52545, -1.52649], [-1.99208, -2.27492, -2.33916], [-2.44638, -0.61048, -1.89988], [-2.56433, -1.90692, -0.69345], [0.20560, 0.25872, -2.99754], [0.88676, 1.11582, -3.09709], [-0.82279, 0.62359, -3.13366], [0.42095, -0.43714, -3.83242], [0.61511, -1.32539, 5.74432], [1.09976, -1.86584, 6.54011], [0.38001, 0.02465, 5.96134], [0.67128, 0.48971, 6.90354], [-0.32472, 0.68291, 4.95369], [-0.47748, 1.76625, 5.03051], [-0.86445, -0.01772, 3.88074], [-1.48039, 0.44732, 3.10553], [-0.57339, -1.43680, 3.77110], [-1.14976, -2.22861, 2.78615], [-2.05984, -1.85718, 2.30684], [-1.64482, 2.57957, -0.50331], [-3.72975, 2.26471, 0.29967], [-4.50419, 1.84316, 0.90654], [-3.83906, 3.07005, -0.78782], [-4.64408, 3.58122, -1.26916], [-2.55341, 3.19116, -1.33191], [-2.27521, 3.43785, -2.68377], [-3.06755, 2.96531, -3.75381], [-2.59876, 3.18189, -5.06155], [-3.18844, 2.80737, -5.91835], [-1.33658, 3.74314, -5.29473], [-0.88112, 4.03433, -6.70334], [0.21483, 3.92770, -6.76913], [-1.13656, 5.07518, -6.98167], [-1.36548, 3.35516, -7.42907], [-0.48601, 3.99570, -4.21463], [0.55688, 4.25924, -4.39927], [-0.95847, 3.86949, -2.90836], [0.01954, 4.01247, -1.80041], [-0.38461, 4.34929, -0.83499], [0.80515, 4.72250, -2.07152], [0.51539, 3.02803, -1.67247], [-4.26490, 2.09301, -3.61040], [-5.07427, 2.52539, -3.01863], [-3.97200, 1.13376, -3.17435], [-4.63985, 1.86361, -4.61386], [4.30044, 2.94160, 2.77648], [3.24063, 2.55682, 1.82734], [2.90848, 3.47519, 0.74242], [2.34616, 1.64428, 2.17900], [2.68821, 0.65091, 3.23490], [1.18999, 1.66504, 1.56728], [4.81409, 3.82718, 2.38911], [5.02494, 2.12029, 2.91733], [3.86144, 3.17207, 3.76766], [3.78811, 4.10345, 0.55673], [2.66418, 2.91704, -0.17000], [2.04405, 4.09745, 1.01419], [2.26090, -0.33393, 2.99731], [3.78941, 0.54021, 3.29699], [2.30772, 0.95491, 4.22680]], "lowdin_charge": [1.58, 0.05, -0.13, -0.36, -0.35, -0.31, -0.04, 0.05, -0.01, 0.06, -0.26, -0.07, 0.08, 0.07, 0.06, -0.30, -0.07, 0.06, 0.06, 0.08, -0.09, 0.08, 0.05, 0.07, -0.08, 0.05, 0.06, 0.08, -0.25, 0.08, -0.19, 0.06, -0.18, 0.09, -0.11, 0.06, -0.43, -0.06, 0.03, -0.33, -0.11, 0.09, -0.07, 0.10, -0.04, -0.13, -0.20, -0.02, 0.12, -0.28, -0.07, 0.08, 0.08, 0.08, -0.01, 0.12, -0.20, -0.12, 0.07, 0.07, 0.04, -0.05, 0.06, 0.09, 0.07, -0.04, -0.13, -0.05, -0.39, 0.02, -0.23, 0.08, 0.09, 0.11, 0.08, 0.07, 0.10, 0.08, 0.09, 0.09]}

=====

[2]
{"formula": "C32H42N2O11S3V", "method": "ωB97M-V/def2-TZVPD", "orbital_gap_ha": [0.1582, 0.2579], "s2": 3.7716, "homo_energy_ev": [-0.51, -3.23], "max_force_ev_per_a": 0.58, "de_lowest_kcal_mol": 0.00, "multiplicity": 4, "energy_ev": -117569.0102, "charge": -2, "e_lumo_ev": [3.796, 3.791], "elements": ["V", "C", "C", "C", "C", "C", "C", "C", "N", "C", "C", "C", "C", "C", "C", "C", "N", "C", "C", "C", "C", "H", "H", "H", "H", "H", "H", "H", "H", "H", "H", "H", "H", "H", "H", "H", "H", "H", "H", "H", "H", "H", "H", "H", "H", "O", "S", "O", "O", "C", "C", "C", "C", "C", "C", "S", "O", "O", "O", "H", "H", "H", "H", "O", "C", "O", "C", "O", "O", "C", "C", "C", "S", "O", "C", "C", "C", "H", "H", "H", "H", "H", "H", "H", "H", "H", "H", "H", "H", "H", "H"], "coordinates": [[0.25275, -1.54761, -0.57415], [6.42715, -1.81316, 3.10832], [5.36704, -0.71781, 3.22771], [4.85172, -0.70827, 4.67333], [6.03409, 0.63045, 2.91991], [4.20093, -0.93522, 2.26326], [4.15267, -2.02173, 1.35972], [3.05098, -2.16530, 0.54637], [2.03036, -1.30827, 0.53177], [2.05880, -0.22665, 1.37357], [3.14270, -0.06077, 2.26174], [0.90945, 0.61057, 1.33492], [0.80827, 1.86172, 1.98817], [-0.34843, 2.59193, 1.92727], [-1.42782, 2.05384, 1.17803], [-1.26857, 0.85765, 0.52835], [-0.13303, 0.14668, 0.57795], [-0.52100, 3.93568, 2.62761], [-1.66762, 3.82808, 3.64189], [-0.86418, 5.01089, 1.58749], [0.73859, 4.37467, 3.37317], [7.23620, -1.61683, 3.81653], [6.85719, -1.84562, 2.10590], [6.01179, -2.79690, 3.33369], [5.68243, -0.56492, 5.37109], [4.35679, -1.65136, 4.91064], [4.13235, 0.09478, 4.83490], [6.87357, 0.80587, 3.59986], [5.32709, 1.45309, 3.03128], [6.40730, 0.64830, 1.89449], [4.93851, -2.75924, 1.30484], [2.95723, -3.00048, -0.13872], [3.11829, 0.76254, 2.96361], [1.66429, 2.23007, 2.53433], [-2.37795, 2.56533, 1.10654], [-2.06865, 0.40482, -0.04591], [-2.60381, 3.55434, 3.15478], [-1.81414, 4.78443, 4.15329], [-1.44724, 3.06395, 4.38936], [-1.78240, 4.76453, 1.05477], [-0.06389, 5.10073, 0.85021], [-1.00137, 5.98164, 2.07342], [1.01731, 3.65172, 4.14226], [0.55972, 5.33595, 3.86135], [1.58329, 4.49338, 2.69156], [-4.15289, -1.45345, -0.79641], [-3.10914, -2.26646, -1.39032], [-3.34127, -2.60337, -2.77702], [-1.77767, -1.70983, -1.14428], [-3.16874, -3.85740, -0.51609], [-3.95216, -4.81512, -1.15216], [-4.16399, -6.06609, -0.59462], [-3.57900, -6.38312, 0.62158], [-2.78235, -5.44461, 1.25832], [-2.56571, -4.18877, 0.70552], [-1.48273, -3.09545, 1.65562], [-1.18122, -3.80722, 2.87815], [-0.27457, -3.01034, 0.79259], [-2.17298, -1.84091, 1.80378], [-4.38393, -4.55962, -2.10976], [-4.77722, -6.78924, -1.11919], [-3.72923, -7.35720, 1.07200], [-2.30357, -5.66658, 2.20157], [2.03276, -3.03938, -3.85191], [1.52360, -2.38577, -2.96508], [0.96160, -2.84562, -1.89258], [1.53971, -0.81758, -2.99605], [2.13984, -0.19588, -3.84939], [0.88029, -0.29029, -2.00311], [-1.92944, 3.42471, -2.29002], [-0.62647, 2.84198, -2.82199], [-0.81282, 1.92003, -4.01791], [-1.61297, 0.35219, -3.50930], [-1.17361, -0.66619, -4.49205], [-3.37622, 0.70815, -3.90241], [-3.79757, 0.14143, -5.24825], [-3.18814, 0.86891, -6.44004], [-1.74219, 4.12306, -1.47333], [-2.57892, 2.63960, -1.89897], [-2.48002, 3.95380, -3.07520], [-0.11380, 2.27773, -2.03778], [0.05197, 3.65202, -3.11084], [0.15075, 1.55623, -4.38180], [-1.35664, 2.39546, -4.83747], [-3.52847, 1.78907, -3.84811], [-3.93508, 0.23846, -3.09066], [-4.89104, 0.17272, -5.30050], [-3.50741, -0.91027, -5.26964], [-3.41603, 1.93956, -6.41260], [-3.56857, 0.46943, -7.38315], [-2.10556, 0.74376, -6.43960]], "lowdin_charge": [1.02, -0.08, -0.56, -0.05, -0.05, -0.18, -0.02, -0.09, 0.02, -0.18, 0.02, -0.19, 0.03, -0.18, -0.03, -0.10, 0.01, -0.56, -0.05, -0.06, -0.08, 0.08, 0.08, 0.08, 0.08, 0.09, 0.07, 0.08, 0.08, 0.09, 0.09, 0.12, 0.10, 0.09, 0.10, 0.11, 0.08, 0.08, 0.09, 0.07, 0.09, 0.08, 0.08, 0.08, 0.08, -0.32, 0.46, -0.31, -0.41, -0.19, -0.07, -0.09, -0.10, -0.07, -0.20, 0.50, -0.33, -0.39, -0.29, 0.10, 0.09, 0.09, 0.10, 0.06, -0.55, -0.12, -0.55, 0.05, -0.16, -0.12, -0.29, -0.33, 0.92, -0.48, -0.33, -0.30, -0.12, 0.05, 0.06, 0.07, 0.09, 0.10, 0.08, 0.08, 0.07, 0.07, 0.10, 0.10, 0.06, 0.06, 0.06]}

=====

[3]
{"formula": "C32H43BCdN16O2", "method": "ωB97M-V/def2-TZVPD", "orbital_gap_ha": [0.2990, 0.2579], "s2": 0.7609, "homo_energy_ev": [-10.66, -10.66], "max_force_ev_per_a": 1.80, "de_lowest_kcal_mol": 31.09, "multiplicity": 2, "energy_ev": -67053.4783, "charge": 1, "e_lumo_ev": [-2.519, -3.636], "elements": ["Cd", "C", "C", "C", "C", "N", "N", "B", "N", "C", "C", "C", "C", "N", "N", "C", "C", "C", "C", "N", "N", "C", "C", "C", "C", "N", "H", "H", "H", "H", "H", "H", "H", "H", "H", "H", "H", "H", "H", "H", "H", "H", "H", "H", "H", "H", "N", "N", "C", "N", "N", "N", "O", "O", "H", "H", "H", "H", "H", "N", "C", "C", "N", "H", "H", "H", "H", "H", "H", "H", "H", "N", "C", "C", "C", "C", "C", "C", "C", "C", "C", "C", "C", "C", "C", "H", "H", "H", "H", "H", "H", "H", "H", "H", "H"], "coordinates": [[0.05893, -0.73661, -0.31206], [-3.16247, 0.72419, -1.37696], [-2.79957, 0.83439, 0.06584], [-3.56677, 1.41399, 1.08104], [-2.86967, 1.14809, 2.23624], [-1.75187, 0.47579, 1.92324], [-1.70407, 0.29689, 0.59054], [-0.83247, -0.39901, 2.79944], [-1.16307, -1.85371, 2.35644], [-0.98387, -2.99881, 3.05264], [-1.85287, -3.94961, 2.56924], [-2.54947, -3.29691, 1.53864], [-3.65027, -3.79881, 0.66934], [-2.11327, -2.05411, 1.42054], [0.62563, 0.05669, 2.55184], [1.44773, 0.64429, 3.43714], [2.60833, 0.99959, 2.78874], [2.41693, 0.59169, 1.46554], [3.34593, 0.71189, 0.31274], [1.21423, 0.03589, 1.34644], [-1.01377, -0.35271, 4.31834], [-1.68037, 0.39629, 5.22304], [-1.33737, -0.03311, 6.48314], [-0.41677, -1.07271, 6.27214], [0.29173, -1.91071, 7.27384], [-0.23437, -1.22761, 4.97584], [-4.22197, 0.94349, -1.49206], [-2.59907, 1.42339, -1.99646], [-2.97407, -0.28781, -1.73246], [-4.49897, 1.93199, 0.98274], [-3.12667, 1.39119, 3.24264], [-0.27337, -3.06201, 3.84984], [-1.98167, -4.95861, 2.90304], [-4.50247, -4.09551, 1.27844], [-3.97577, -3.00191, 0.00464], [-3.33927, -4.66191, 0.08114], [1.17993, 0.77629, 4.46464], [3.46823, 1.48129, 3.20724], [4.37413, 0.55199, 0.62814], [3.07753, -0.02681, -0.43896], [3.27443, 1.71009, -0.11916], [-2.34277, 1.18989, 4.95344], [-1.69447, 0.33109, 7.42334], [-0.04287, -1.66611, 8.27754], [0.09993, -2.96491, 7.08304], [1.36693, -1.74901, 7.21134], [-1.76817, -0.79391, -4.00326], [-0.86867, -1.00231, -5.07386], [0.41453, -1.30431, -4.84266], [1.21083, -1.62551, -5.86436], [0.78733, -1.24551, -3.56506], [2.01373, -1.48301, -3.16516], [2.18663, -1.44281, -1.95466], [2.92103, -1.74611, -3.94566], [-2.41127, -0.04861, -4.26166], [-1.19917, -0.47721, -3.20946], [-1.30367, -1.26131, -5.94766], [0.89613, -1.59721, -6.81756], [2.19403, -1.77501, -5.64756], [1.22203, -2.76191, 0.44024], [0.54013, -3.97251, 0.00094], [-0.08347, -3.74411, -1.37736], [-0.91517, -2.54021, -1.36616], [2.10083, -2.65631, -0.06166], [1.42583, -2.80981, 1.43464], [-0.25257, -4.20291, 0.71594], [1.21043, -4.84031, -0.05476], [-0.67097, -4.62911, -1.65306], [0.70963, -3.61731, -2.11656], [-1.68327, -2.68771, -0.71176], [-1.30987, -2.39641, -2.29306], [0.33923, 1.02869, -1.65596], [0.81773, 2.15909, -1.79806], [1.77223, 2.50409, -2.90466], [2.86523, 1.69009, -3.17546], [3.76433, 2.04309, -4.16866], [3.58263, 3.21169, -4.88906], [2.49223, 4.02349, -4.61866], [1.58283, 3.66969, -3.63856], [0.47563, 3.34939, -0.95946], [1.42063, 4.34519, -0.73326], [1.06113, 5.48999, -0.04526], [-0.22737, 5.64149, 0.44204], [-1.15547, 4.63169, 0.25324], [-0.81057, 3.49279, -0.45246], [3.03693, 0.81409, -2.57356], [4.61513, 1.40959, -4.37246], [4.29673, 3.50389, -5.64416], [2.35233, 4.94739, -5.15696], [0.73573, 4.30659, -3.43056], [2.43323, 4.23399, -1.09476], [1.78983, 6.27299, 0.09404], [-0.50297, 6.53979, 0.97304], [-2.15707, 4.72749, 0.64414], [-1.54237, 2.72399, -0.62816]], "lowdin_charge": [1.37, -0.04, -0.39, -0.01, -0.04, 0.02, -0.02, -0.65, 0.01, -0.09, -0.03, -0.38, -0.03, 0.07, 0.01, -0.04, 0.00, -0.34, -0.02, -0.03, 0.00, -0.07, -0.01, -0.35, -0.03, 0.07, 0.09, 0.06, 0.05, 0.11, 0.10, 0.10, 0.10, 0.08, 0.07, 0.08, 0.12, 0.11, 0.09, 0.03, 0.07, 0.09, 0.10, 0.08, 0.08, 0.08, 0.05, 0.01, -0.38, 0.21, 0.12, -0.45, -0.06, 0.05, 0.10, 0.02, 0.16, 0.12, 0.10, -0.04, -0.24, -0.24, -0.04, 0.06, 0.09, 0.09, 0.12, 0.12, 0.09, 0.04, 0.05, 0.20, -0.30, -0.18, -0.03, -0.06, -0.06, -0.06, -0.03, -0.18, -0.03, -0.05, -0.06, -0.05, -0.01, 0.08, 0.11, 0.11, 0.11, 0.13, 0.12, 0.11, 0.11, 0.11, 0.07]}